Record 1
Here is C4H5ClFNS in the gas phase in a non-equilibrium geometry from the Open Molecules 2025 dataset. Energies are from ωB97M-V/def2-TZVPD.

CARTESIAN COORDINATES (ANGSTROEM)
C  -1.2350  0.2624  -1.2405
C  0.8380  1.9688  -0.0375
C  0.9150  -0.6606  -0.7427
C  -0.7158  -0.8486  0.9543
N  -0.4687  -0.3829  -0.3900
F  -2.4175  0.4298  -0.7676
S  1.9920  0.7382  -0.2158
Cl  1.2803  3.4116  0.5282
H  1.1103  -1.4897  -0.1144
H  1.1235  -0.7640  -1.8471
H  -1.7837  -0.7884  1.0213
H  -0.3180  -1.7765  1.2834
H  -0.3203  -0.1000  1.5684

Summary:
Orbital gap, eV: 8.0276
ΔE to the lowest compared entry with this formula, charge and spin, eV: 4.230


Record 2
Here is 2 unconnected molecules or ions with the total composition C4H5ClFO2 in a non-equilibrium geometry from the Open Molecules 2025 dataset. Energies are from ωB97M-V/def2-TZVPD.

CARTESIAN COORDINATES (ANGSTROEM)
C  -1.0026  -1.2134  0.7442
C  -0.8854  0.8122  -0.8962
C  -0.3734  0.0864  0.3806
C  1.7458  -0.1160  -0.0286
O  -1.8669  -0.9455  1.6307
O  -0.7992  -2.2398  0.0874
F  2.1028  0.4013  -1.2495
Cl  2.5686  0.7087  1.2813
H  -1.0028  0.1212  -1.6970
H  -0.3251  1.6629  -1.1117
H  -1.8887  1.0934  -0.6062
H  -0.2777  0.8041  1.3069
H  2.0046  -1.1754  0.1582

Summary:
Charge: -1
Orbital gap (alpha / beta), eV: 4.4435 / 6.3212
Expectation value of S²: 2.010
Multiplicity: 3


Record 3
Here is 2 unconnected molecules or ions with the total composition C4H5ClN2 in a non-equilibrium geometry from the Open Molecules 2025 dataset. Energies are from ωB97M-V/def2-TZVPD.

CARTESIAN COORDINATES (ANGSTROEM)
C  -0.2305  1.1528  0.0572
C  -0.1071  0.4831  1.3143
C  0.1188  -1.0642  -0.3301
C  0.0262  0.1757  -0.8787
N  0.0854  -0.7806  1.0436
N  -0.3182  -2.5784  -3.2454
Cl  -0.1108  -1.1883  -4.0751
H  -0.3073  2.1396  0.0356
H  -0.2206  0.7739  2.2934
H  0.1551  -2.0723  -0.8924
H  0.0882  -1.4520  1.8589
H  -1.1267  -3.1932  -3.6719

Summary:
Orbital gap (alpha / beta), eV: 7.1312 / 7.8636
ΔE to the lowest compared entry with this formula, charge and spin, eV: 6.632


Record 4
Here is 2 unconnected molecules or ions with the total composition C4H5ClN2S in a non-equilibrium geometry from the Open Molecules 2025 dataset. Energies are from ωB97M-V/def2-TZVPD.

CARTESIAN COORDINATES (ANGSTROEM)
S  0.0213  -0.2987  -2.5020
C  0.0820  -0.4749  -0.7799
C  0.7876  -1.5279  -0.2514
N  0.9288  -1.6443  1.0746
C  0.5982  -0.6032  1.8077
C  -0.0825  0.4933  1.2904
N  -0.4414  0.5044  -0.0231
H  -1.1775  0.3747  -2.5800
H  1.2896  -2.3684  -0.8431
H  0.8281  -0.6546  2.9584
H  -0.3586  1.2661  2.0435
Cl  -1.6334  2.9391  -1.2199
H  -0.8423  1.9944  -0.9753

Summary:
Orbital gap, eV: 8.9938
SMILES: Sc1cnccn1.Cl
ΔE to the lowest compared entry with this formula, charge and spin, eV: 0.721


Record 5
Here is C4H5ClN2S in the gas phase in a non-equilibrium geometry from the Open Molecules 2025 dataset. Energies are from ωB97M-V/def2-TZVPD.

CARTESIAN COORDINATES (ANGSTROEM)
C  1.7634  -0.9587  0.6710
N  0.4148  -0.7314  0.2084
C  0.1135  0.3126  -0.5882
S  1.1724  1.3987  -1.1492
C  -1.3790  0.5406  -0.8139
Cl  -2.4205  -0.8991  -0.8379
C  -1.9105  1.4531  0.2748
N  -2.2787  2.1569  1.1207
H  1.7619  -1.5118  1.6186
H  2.3500  -1.4264  -0.0628
H  2.2087  0.0216  0.8345
H  -0.3398  -1.3804  0.5298
H  -1.4563  1.0244  -1.8058

Summary:
Orbital gap, eV: 9.1969
SMILES: CNC(=S)[C@@H](Cl)C#N
ΔE to the lowest compared entry with this formula, charge and spin, eV: 0.628


Record 6
Here is a molecular structure, C4H5ClN4S in a non-equilibrium geometry from the Open Molecules 2025 dataset. Energies are from ωB97M-V/def2-TZVPD.

CARTESIAN COORDINATES (ANGSTROEM)
C  1.5502  0.0415  0.1987
C  2.0698  -1.7579  -1.0382
C  0.0490  -1.5154  -0.3277
C  -1.2509  1.5406  1.3230
N  2.4309  -0.6399  -0.4853
N  0.2264  -0.2357  -0.0511
N  0.9281  -2.3944  -0.6196
N  -2.5146  0.4399  -0.5631
S  -1.1032  1.0708  -0.4264
Cl  -3.0572  0.0902  -2.1558
H  1.8533  0.6778  1.0154
H  2.6625  -2.2119  -1.8163
H  -1.5520  0.6627  1.8876
H  -2.0037  2.3158  1.3974
H  -0.2887  1.9157  1.6615

Summary:
Orbital gap (alpha / beta), eV: 7.5116 / 7.5177
ΔE to the lowest compared entry with this formula, charge and spin, eV: 3.620


Record 7
Here is a gas-phase ion, C4H5ClNO3 (charge -1) in a non-equilibrium geometry from the Open Molecules 2025 dataset. Energies are from ωB97M-V/def2-TZVPD.

CARTESIAN COORDINATES (ANGSTROEM)
O  -1.9377  -1.2242  1.3121
C  -1.7534  -1.1203  0.0517
O  -2.7889  -0.8846  -0.8467
C  -0.2244  -1.2179  -0.5139
N  0.1653  0.1595  -0.9443
C  1.2589  0.7440  -0.1323
C  0.5473  1.4033  1.1769
O  0.2581  0.7547  2.1946
Cl  0.1606  3.1929  1.1370
H  -0.3022  -1.9461  -1.4095
H  0.4242  -1.6408  0.3325
H  0.3485  0.2155  -1.9515
H  1.8340  1.5733  -0.6918
H  2.0098  -0.0093  0.2852

Summary:
Charge: -1
Orbital gap, eV: 6.8720
SMILES: O=C([O-])CNCC(=O)Cl


Record 8
Here is C4H5ClO in the gas phase in a non-equilibrium geometry from the Open Molecules 2025 dataset. Energies are from ωB97M-V/def2-TZVPD.

CARTESIAN COORDINATES (ANGSTROEM)
O  -0.4819  -0.8961  2.9370
C  -0.6809  -0.3910  1.9232
C  -0.9044  0.0071  0.7505
C  0.1532  0.6598  -0.1211
C  0.6242  -0.4208  -1.0612
Cl  1.8191  0.2354  -2.3247
H  -1.8701  0.0631  0.5129
H  0.9234  1.2148  0.4945
H  -0.4100  1.4491  -0.7043
H  -0.1543  -0.5936  -1.7520
H  0.9818  -1.3278  -0.6549

Summary:
Orbital gap, eV: 10.0568
SMILES: O=C=CCCCl
ΔE to the lowest compared entry with this formula, charge and spin, eV: 0.727


| no. | calculated total energy (eV) |
| --- | --- |
| 1 | -31789.2115 |
| 2 | -23559.9510 |
| 3 | -19725.3126 |
| 4 | -30566.1755 |
| 5 | -30566.2684 |
| 6 | -33541.1956 |
| 7 | -24383.9336 |
| 8 | -18797.4726 |